A molecular structure, C51H139BaN10O16. Source: OMol25; level of theory: ωB97M-V/def2-TZVPD.

```
217
Properties=species:S:1:pos:R:3:forces:R:3
H -6.8996 -2.0093 5.2601 -0.155 -0.044 0.537
H -2.9201 -4.2880 3.9978 0.444 -0.066 -0.240
C -1.6520 6.1363 -0.1348 0.601 -1.440 -1.723
H -4.2461 -7.3507 -0.9874 0.534 -0.053 -0.061
H -4.7093 -1.3374 1.0447 -0.050 -0.196 -0.195
H 0.4078 -2.4297 -1.5759 -0.141 -0.302 0.089
O -3.9257 2.2729 -4.5064 -0.423 0.595 -0.537
H 6.9146 1.3599 1.7446 0.047 -0.117 0.175
H -0.6716 -0.9445 3.1251 -0.482 0.056 0.136
H 5.6943 2.5938 1.4251 -0.296 -0.311 -0.052
C 2.6321 -2.3962 -6.1164 -0.872 0.170 0.390
H -0.1996 0.9577 -2.6516 0.197 -0.129 -0.085
O -6.7885 1.7877 4.8270 -0.263 0.559 -1.174
H 4.1005 3.5234 -0.2277 0.058 -0.497 0.184
H -0.0831 4.9912 0.7770 0.140 0.077 0.035
H 0.9811 8.8473 1.5806 0.670 -0.454 -0.726
H -3.2080 -4.4047 1.1746 -0.541 0.226 -0.656
H -1.5789 4.1276 0.7549 -0.316 0.080 -0.089
H -1.5110 0.8250 -1.5210 -0.090 -0.367 -0.008
C 2.2249 -2.0291 -7.5082 -0.604 1.361 -0.312
H 4.2397 2.1362 -3.4234 0.095 0.452 -0.310
H -3.1828 6.7313 -1.3596 -0.283 0.300 0.249
H -5.6752 -0.1124 6.1680 0.285 -0.237 0.096
H 4.3364 -3.8725 0.3239 0.278 -0.068 -0.491
H 1.9799 3.4739 -1.5258 0.167 -0.010 0.391
H 2.8330 1.2790 4.2521 -0.631 0.441 -0.537
H -0.1978 1.8216 -1.1296 0.564 -0.136 0.336
H -1.6965 -2.3928 -4.4673 0.085 -0.347 -0.020
C -2.2041 0.1469 1.0409 0.556 0.769 0.378
C 4.8691 -1.3797 -3.0181 1.166 0.619 -0.159
H 3.3438 -0.4559 5.5470 0.265 -0.379 0.326
H -0.3558 -1.4102 -2.7844 0.497 0.100 -0.204
H 5.8882 -3.0960 -0.3827 -0.347 -0.618 -0.462
N 0.0977 -0.6817 0.4616 1.193 -1.109 -0.885
C -1.8196 -2.1982 0.1613 -0.098 0.682 -0.519
N -2.7183 -7.6770 1.1882 0.773 -0.744 -0.504
H -2.7883 0.1188 1.9607 -0.546 -0.215 -0.353
H 4.6077 4.5669 -2.8858 -0.189 0.259 0.100
H -8.5117 -0.2475 2.1552 -0.017 0.244 0.786
O 6.2803 -1.3461 -2.6901 0.792 0.137 0.056
O 4.6714 -1.9171 0.7204 -0.323 0.810 0.417
C -1.2420 -1.0179 0.9700 0.146 -1.013 0.672
C 6.0659 1.6183 1.1113 0.034 -0.972 -1.434
H 1.4591 1.2483 -4.7878 0.443 0.214 0.172
H 1.4724 -1.4146 6.9483 0.310 -1.161 -0.116
C 1.9943 0.3729 -5.1554 -1.048 0.893 -0.838
H 2.1008 -5.1585 -1.6909 -0.310 -0.354 -0.358
H 0.3203 4.8833 -3.6423 0.297 0.444 -0.513
H 2.2296 0.6197 -1.1720 -0.242 0.181 0.760
C 1.7377 -0.3286 -1.3885 0.789 0.387 0.397
H -2.0133 -5.1355 1.9435 0.390 -0.924 0.910
H 10.1177 0.3970 -2.2391 0.061 0.076 0.079
C -4.2972 -6.5629 -0.2359 -0.381 0.517 -0.202
H 2.9649 -2.2407 -8.2800 0.117 -0.670 0.214
H 4.3653 4.0948 1.9419 0.629 -0.772 0.124
H 7.0666 -1.3685 -4.6414 -0.315 -0.249 -0.087
H -2.1630 2.6673 2.9534 -0.128 -0.314 -0.283
H 4.7417 -1.9186 -3.9569 -0.246 0.243 -0.170
H -0.4482 -3.0831 5.7352 -0.030 0.046 -0.166
H -1.1756 8.0574 -1.0919 -0.626 -0.038 -0.153
O 3.8238 2.7576 3.5901 0.832 -1.053 -0.150
N 4.5905 4.1887 -0.8086 -0.276 0.647 0.361
C -4.2919 -0.1015 4.4202 -1.759 -0.654 0.443
C -3.9104 -4.3837 3.5525 0.085 -0.372 0.234
H 5.7862 -3.5406 1.2976 0.086 -0.219 0.223
N 2.1185 0.5675 4.3108 0.394 -1.331 -1.521
H 9.0432 -1.7054 -3.1429 0.078 -0.014 0.148
C 0.2784 -0.4093 -1.0075 -1.589 0.838 0.360
H -4.3585 -0.5101 3.4118 -0.079 -0.089 -0.183
C -2.6078 -2.9194 -4.7505 -0.787 -0.274 0.940
O -0.6681 1.4067 3.7054 -0.620 -0.150 1.151
C 0.1226 8.4121 1.0692 -1.029 -0.029 0.074
H -2.0714 -2.0633 2.7152 0.014 0.248 0.227
O 3.1129 -5.0493 -3.4985 0.063 -1.224 0.547
O -6.6714 -0.9551 0.8102 -0.825 1.013 0.073
H -4.9716 -0.0047 -0.0646 -0.373 0.729 0.475
H -3.5018 1.5553 -2.6927 0.231 0.256 0.701
H -0.5824 3.3210 3.2348 -0.359 0.973 0.559
H -4.0564 0.9552 4.2935 0.149 -0.080 0.507
H -1.2358 -3.0788 0.4293 -0.149 -0.192 0.097
H -0.4463 9.2641 0.6972 -0.218 0.083 -0.168
H 4.1745 1.7117 -1.8038 -0.781 0.423 0.710
C 2.3296 -0.0576 5.5753 -0.380 1.277 1.065
H 2.4127 5.1597 -2.0361 -0.726 0.260 0.040
C 1.3065 -1.1706 5.8991 -0.402 2.125 0.317
H -7.6305 0.5335 -0.4227 0.192 0.376 0.543
C -1.1131 -1.6413 2.4126 0.824 0.498 -1.102
O 1.0578 -0.6610 -4.9674 0.297 -1.436 -0.090
C -0.3088 -1.6204 -1.7159 -0.644 -0.472 -1.010
H 1.2519 1.4997 6.6926 -0.210 0.024 -0.500
H -0.4370 7.9648 1.8907 -0.377 -0.168 0.032
H 4.2400 -1.8528 -2.2641 0.716 -0.444 0.360
H 3.1119 -3.8014 -1.9441 -0.361 0.815 0.260
C 2.2738 1.1330 6.5955 -0.690 -1.340 1.573
H 1.1509 -3.8080 6.1029 -0.301 -0.065 0.465
C -10.1224 -0.4312 -0.6347 0.308 -1.279 -0.273
H -1.9639 6.5452 0.8262 -0.314 0.087 -0.164
H -5.9816 -2.0919 4.0082 0.383 0.187 -0.441
H -5.1125 -6.8942 0.4072 -0.041 0.348 0.240
H -2.1916 -6.1585 -0.1280 0.183 0.143 0.113
H -7.1211 3.2754 6.2572 -0.284 -0.028 -0.648
H 1.9708 1.7354 0.9884 -0.819 -1.131 -0.209
H -0.5733 4.1800 -0.6680 -0.268 0.432 -0.552
H 3.1001 -4.5172 -4.2975 0.022 0.331 -0.598
H 2.1429 -0.9471 -7.6109 -0.570 0.066 0.009
H 4.5009 -0.3538 -3.0088 -0.114 0.186 -0.669
C -6.8989 2.2123 6.1642 0.093 -0.762 0.183
C -4.3287 2.0850 -3.1657 1.301 -1.150 0.153
C 2.5124 4.0948 -2.2462 2.091 -0.009 -0.725
H -5.3319 -1.5159 -0.6609 -0.007 -0.818 0.042
O -2.5238 -3.3653 -6.0647 0.295 0.180 -1.026
C 2.3304 3.4307 1.8325 0.397 0.948 0.558
H -2.7822 0.2715 0.1252 -0.155 0.073 0.271
C -2.9982 -6.3888 0.5681 -1.411 -2.185 -0.762
H 0.4648 3.4878 -4.8122 0.374 0.383 -0.085
O 0.3852 7.4723 0.0442 0.976 -0.307 -0.403
H -2.7410 -8.2941 0.3889 0.450 -0.692 0.040
H 2.4679 0.8037 7.6162 0.380 -0.132 0.169
H 3.3054 -4.1508 -6.9765 0.520 0.239 -0.017
H 1.1758 0.9100 4.1925 -0.273 0.520 0.026
H 5.6035 2.3489 -2.3165 0.335 0.493 -0.374
H 4.1525 0.7129 0.5406 -0.181 -0.273 0.193
H -2.8582 -3.7701 -4.1168 0.675 -0.105 0.546
C 1.5966 -1.9841 -4.9618 0.684 -0.264 -0.222
H 1.9777 4.3780 1.4246 0.006 0.068 -0.391
H -3.3931 1.5309 -4.8020 -0.093 -0.041 0.114
C 5.0068 0.4407 1.1604 2.869 0.997 -0.786
H 4.6403 2.9104 4.0714 0.179 0.283 0.045
H -6.6950 0.3687 3.3918 -0.121 0.201 -0.184
C -6.8693 0.4036 4.4672 1.871 0.835 0.595
H 2.0864 0.5141 -6.2323 0.502 0.216 -0.050
H 2.9850 0.3109 -4.7052 -0.096 -0.473 0.339
H -4.5594 -4.4624 4.4247 -0.362 -0.605 -0.350
O 2.0985 3.7485 -3.5503 0.106 0.253 -0.709
H -4.5984 -5.6646 -0.7748 -0.111 0.192 0.109
C -5.3796 -0.9572 0.2738 0.194 0.076 -0.340
H -2.4792 -1.3905 -1.7872 -0.126 -0.046 0.032
C -5.6854 -0.3899 5.1139 -0.425 0.678 -1.321
C -1.7456 -2.0755 -1.3620 1.410 0.272 1.157
H -7.4724 -1.0808 -1.0170 -0.300 -0.159 -0.465
H -10.0118 0.6091 -0.9407 0.234 0.026 0.120
H 6.4748 1.7328 0.1074 -0.027 0.216 -0.113
C -9.0988 -0.8595 0.4227 0.254 1.829 -0.323
H 0.1552 3.2849 -3.1133 -0.169 -0.399 0.179
H 8.5656 0.1425 -1.4404 -0.111 0.076 -0.015
H -3.2313 -3.9882 -6.2466 -0.030 0.060 0.036
H 6.1590 -0.7588 -0.2229 -0.171 -0.322 -0.323
H -1.8251 2.9836 4.5855 0.834 -0.242 0.347
C 5.6687 -0.8803 0.7429 -0.480 0.691 -0.392
N 2.8590 -3.8586 -6.1188 0.169 0.228 1.139
N 4.7146 0.3520 2.5459 -1.747 -0.998 1.534
O 2.5492 2.4765 0.7938 0.403 0.987 1.058
O 0.8615 0.1505 1.2951 0.200 0.403 0.924
H -5.9453 2.1071 6.6816 0.091 -0.353 0.270
C 0.5359 -3.3329 5.3387 0.606 -0.702 0.717
C -0.7106 7.1039 -0.8414 0.798 1.183 1.904
H 2.8948 2.0141 6.4336 0.258 -0.419 -0.614
H 1.9770 -4.3467 -6.1808 -0.485 0.104 0.208
H 1.5671 3.1533 2.5594 -0.165 -0.549 -0.153
C -0.9536 4.7874 0.1534 0.333 0.334 1.042
C 8.7135 -0.7230 -3.4808 -1.723 0.328 1.916
C -7.6917 -0.5102 -0.1145 0.375 -1.718 -0.302
C 3.5885 3.7844 2.6407 -0.935 0.945 0.273
H 8.8558 0.3016 -5.2209 -0.527 0.099 -0.303
H -5.1354 1.3617 -3.0462 -0.682 0.481 -0.185
H -7.8508 -0.0419 4.6291 -0.139 -0.005 0.591
H -11.1618 -0.5762 -0.3400 0.156 -0.097 0.252
H -4.4719 3.0423 -2.6646 -0.297 -0.154 -0.203
H 8.7200 1.3424 -2.7725 -0.102 0.075 0.118
H 0.7706 -2.6891 -4.8686 -0.340 0.095 -0.579
O -3.9969 -5.5043 2.6624 0.729 0.094 0.111
H 1.9302 -0.3473 -2.4612 -0.520 -0.715 -0.200
C -1.3374 2.6629 3.6650 0.151 0.074 -1.240
H 4.1692 5.0560 -0.5080 0.193 0.643 0.086
H -4.1659 -3.4220 3.1077 0.015 0.015 -0.582
H -0.4168 1.2077 2.8005 0.360 -0.439 -0.696
H 6.4451 -1.1210 1.4691 0.129 -0.167 0.238
H 10.1922 0.0398 -4.4941 0.681 -0.233 -0.252
H -2.5657 5.3847 -1.8771 0.597 -0.415 0.159
H 6.8784 0.2350 -3.9748 -0.423 0.267 0.157
H -0.3092 6.7003 -1.7710 0.282 -0.234 0.219
H 5.5877 0.3535 3.0537 0.256 -0.220 0.099
H 2.2620 -1.1250 -0.8604 0.329 -0.136 -0.206
C 5.1909 -3.2072 0.4476 0.564 0.515 0.351
H -3.5747 -0.7253 4.9538 0.387 0.511 0.018
N -2.7856 5.8679 -1.0178 -0.939 0.397 0.229
O 1.2576 -2.1874 4.9174 0.748 -0.120 -0.151
C -3.0192 -5.3871 1.6075 -0.565 3.857 1.165
C -0.4237 0.8594 -1.5894 -0.473 0.117 0.303
H 1.5390 -3.9118 -2.8795 -0.146 0.172 0.573
H 1.2726 -2.5191 -7.7111 -0.027 0.173 -0.422
H -9.3687 0.8976 1.4289 -0.086 0.239 -0.177
N -9.3573 -0.0932 1.6249 0.340 -0.324 0.797
C 4.1254 3.9198 -2.1532 -2.019 -0.947 0.026
H 0.4832 -4.0972 4.5634 -0.237 0.499 -0.434
H 3.5094 -1.8076 -5.8479 0.551 -0.574 -0.056
H 0.3114 -0.7260 5.9123 -0.210 0.363 -0.067
H -1.5834 1.0288 1.1996 -0.019 0.347 -0.392
H 4.2940 1.2367 2.7918 -0.347 0.090 0.343
H -7.6845 1.6427 6.6605 -0.014 0.011 0.364
H -9.9220 -1.0786 -1.4885 -0.316 0.214 -0.410
H -3.4398 -2.2493 -4.5338 -0.196 0.506 -0.466
C 0.7169 3.8853 -3.8290 -0.173 -0.476 1.238
H -9.1165 -1.9020 0.7408 -0.208 -0.169 -0.545
H 2.0918 -2.0947 -3.9971 0.602 -0.127 0.077
C 2.3934 -4.4407 -2.4571 0.819 0.084 -0.344
C 4.5342 2.5163 -2.4452 0.572 -1.895 -0.722
N 9.3462 -0.4473 -4.7531 0.194 0.381 0.056
H -0.4124 -2.4696 2.3075 0.138 -0.351 0.055
C 9.0392 0.3709 -2.3952 -0.006 -1.109 -0.837
H -3.5281 -7.9903 1.7041 -0.202 0.272 0.457
H 3.4975 4.6158 3.3397 -0.879 0.849 -0.819
H -1.8889 -3.0918 -1.7289 -0.233 0.174 -0.486
H -2.8642 -2.3138 0.4500 0.042 -0.275 0.274
Ba 2.6643 -1.6259 2.7054 -1.038 1.205 -1.417
C 7.1621 -0.7872 -3.7243 -0.158 -0.434 -0.211
N -5.9511 -1.8084 4.9772 -0.012 -0.753 0.292
```
Forces are in eV/Å.

As for the gap between HOMO and LUMO: 0.22108 Ha. The energy comes out at -103482.0517 eV. The net charge is +1. The value obtained for the LUMO energy is -2.752 eV.